Record 1
151
Properties=species:S:1:pos:R:3 method="wB97M-V/def2-TZVPD" relative_energy_ev=1.087 homo_ev=-9.92 total_energy_ev=-174531.639 lumo_energy_ev=-4.778 total_charge=+1 molar_mass_g_mol=1408.1
H 1.665 -2.346 -6.042
C -2.947 -2.309 -0.838
C 4.288 -2.147 1.300
N -0.926 1.249 -2.367
H 6.839 2.750 5.190
C 1.498 5.127 4.123
H 3.043 5.056 1.476
C 5.749 -3.951 1.950
H 1.587 -0.085 5.943
H 5.750 -4.447 4.039
H -5.562 -1.008 -2.260
H 2.746 -3.222 -1.569
C 3.296 -0.982 -6.219
C 5.029 1.721 5.703
C -2.155 -1.486 -6.399
P 2.706 -0.654 3.156
C -0.281 4.522 0.920
C 2.737 -0.280 -3.599
H -5.237 3.294 -3.033
C -0.723 2.132 4.015
H -0.185 -0.842 -5.877
H -2.064 -3.548 -3.154
N -3.433 1.869 -1.025
H 6.909 1.794 2.895
H 4.970 5.307 -0.009
C 3.766 0.352 -4.285
H 2.532 -0.028 -2.562
C -4.627 -1.294 -1.818
C -2.422 -3.339 2.657
C 6.102 1.542 3.571
H -4.987 3.320 -1.178
N -2.527 1.554 -0.086
C -4.277 -2.483 -1.207
H 4.099 -2.735 4.632
C 0.204 3.061 3.632
O 0.242 -1.594 -1.834
H 1.608 -5.778 -4.131
C 0.007 1.638 -3.234
C 4.404 -2.849 3.600
H -6.779 2.749 -5.179
C -5.722 0.784 -5.033
H -2.716 1.611 -5.014
C 1.275 -3.956 -3.014
C 4.026 0.857 5.278
H -2.151 1.526 5.508
H 1.179 7.244 6.732
H 1.031 1.754 -2.922
C -1.028 -1.455 -5.588
C -0.235 4.341 5.651
C -1.205 3.374 6.012
C 1.316 -1.083 5.634
H -0.595 4.245 -0.087
H 6.472 -4.710 1.681
H 5.569 -3.210 -0.050
O 1.680 -2.040 0.374
C -2.079 -2.966 -4.068
H -0.548 -5.000 -2.467
N -2.537 -1.094 -1.190
H -4.060 -3.602 -4.581
C 0.503 -1.834 6.472
H 4.862 0.479 -6.131
C -3.734 3.291 0.643
H 4.357 1.123 -3.804
H -4.107 4.094 1.255
Te -1.846 -1.279 2.478
C 0.987 6.383 6.107
C -3.892 -0.645 2.275
H 5.527 3.532 -1.646
C 5.093 0.698 3.145
C 4.052 0.000 -5.596
C 5.339 -3.811 3.266
C 0.502 -3.613 4.871
C 2.704 -3.819 -2.482
H -1.765 3.516 6.928
C 3.273 4.270 0.767
C -0.565 1.859 -4.483
H -2.082 2.318 1.805
Ge 0.810 3.088 1.735
B -3.451 0.987 -2.307
H -0.505 -3.705 6.765
H 4.996 2.120 6.709
H 0.344 5.416 0.854
H 3.518 -1.273 -7.238
Si 0.564 -2.166 -3.299
H 1.047 -2.189 -0.373
C 5.241 -3.112 0.978
H -6.086 0.177 -5.846
C 4.674 3.418 -0.991
C -3.246 -2.263 -6.044
C -1.905 1.573 -4.307
C 1.306 -2.860 4.031
C 1.954 -1.257 -4.212
C 0.106 -3.107 6.102
C 3.781 -1.290 0.203
C 3.876 2.286 -1.082
H 0.338 -4.753 -4.819
C 4.037 0.333 3.988
C 0.403 -4.714 -2.010
C -2.696 2.402 0.921
H -3.966 0.140 1.529
H -4.902 -3.346 -1.061
N -4.569 1.271 -3.295
N -4.826 0.296 -4.200
H -2.915 -3.498 3.612
H -3.095 -3.598 1.843
C -5.306 2.376 -3.588
H 3.256 0.581 5.983
C -1.427 2.280 5.227
H 0.909 -5.633 -1.697
H 2.507 6.918 4.669
H -1.159 4.736 1.524
H -4.113 -2.307 -6.691
H 4.502 -0.690 -0.347
Sn -0.598 -0.101 -0.476
C 6.064 2.074 4.854
H -0.924 1.263 3.400
C 0.501 4.180 4.447
H 0.182 -1.413 7.417
H 3.346 -3.343 -3.225
C -0.962 -2.203 -4.412
H 2.049 -4.318 -5.014
C -3.209 -2.998 -4.869
H 1.593 -3.259 3.065
C 2.778 2.137 -0.248
H -4.259 -0.273 3.228
H 4.098 1.520 -1.813
C 2.255 -1.593 -5.534
C 1.314 -4.741 -4.329
C -4.178 2.908 -0.606
C 1.738 6.202 4.930
H 3.118 -4.809 -2.263
H 0.195 -4.123 -1.115
H -1.528 -3.956 2.607
C 3.848 -2.017 2.628
C 4.368 4.411 -0.071
H 0.184 -4.602 4.565
H -2.177 -0.905 -7.314
H -2.264 -2.991 -0.357
C -6.071 2.103 -4.691
H 2.089 4.959 3.227
C 0.030 5.472 6.457
H 2.157 1.252 -0.325
C 1.763 -1.596 4.421
H -0.068 2.175 -5.383
H -0.542 5.605 7.367
H 5.133 0.308 2.137
N -2.099 1.211 -3.030
H -4.487 -1.498 1.958
N 2.599 -1.215 -0.253
C 2.492 3.125 0.682
N -3.563 -0.475 -1.804

Record 2
54
Properties=species:S:1:pos:R:3 method="wB97M-V/def2-TZVPD" relative_energy_ev=6.741 smiles=CO.CO.CO.CO.CO.CO.CO.CO.CO homo_ev=-10.08 total_energy_ev=-28338.566 lumo_energy_ev=0.062 total_charge=0 molar_mass_g_mol=288.4
H 25.295 8.173 -5.097
H 30.509 9.078 -7.509
H 27.884 5.160 -9.299
H 23.071 13.247 -14.659
H 22.025 13.511 -15.997
H 22.151 14.708 -14.695
C 31.165 9.455 -8.294
H 26.989 8.436 -4.574
H 25.236 4.166 -15.141
H 30.911 4.464 -13.428
H 21.833 6.917 -15.037
H 21.657 8.283 -16.101
H 28.098 2.387 -8.508
H 25.207 9.426 -3.294
H 30.590 9.496 -9.219
H 19.399 8.491 -15.236
H 26.413 9.706 -11.838
C 21.097 7.494 -15.598
C 23.012 12.146 -8.828
H 24.905 8.880 -12.175
H 22.845 13.178 -8.517
H 25.781 9.035 -10.047
H 23.191 12.024 -9.896
C 25.934 8.727 -11.850
O 28.447 4.407 -9.108
C 24.907 3.172 -15.445
H 29.998 4.792 -14.848
H 24.031 11.765 -7.244
H 24.391 15.056 -15.343
H 29.092 2.849 -14.184
O 23.792 14.696 -16.001
H 31.612 4.000 -14.901
C 27.615 3.269 -8.927
H 25.221 3.059 -16.482
H 26.125 6.905 -4.179
O 25.707 8.620 -3.147
C 26.032 7.982 -4.317
C 22.716 14.028 -15.331
O 24.159 11.574 -8.176
H 30.877 11.387 -7.988
O 31.617 10.777 -8.038
H 22.115 11.576 -8.585
O 20.070 8.009 -14.747
O 25.996 8.259 -10.571
H 20.748 6.729 -16.291
H 23.825 3.241 -15.329
H 27.215 3.093 -9.926
H 26.503 8.085 -12.524
H 26.750 3.562 -8.331
O 25.389 2.202 -14.578
C 30.646 4.041 -14.397
H 24.713 1.963 -13.940
O 30.038 2.748 -14.307
H 32.049 8.824 -8.377

Record 3
9
Properties=species:S:1:pos:R:3 method="wB97M-V/def2-TZVPD" relative_energy_ev=5.315 smiles="C=C(C#N)OO" homo_ev=-9.66 total_energy_ev=-8739.816 lumo_energy_ev=-0.187 total_charge=0 molar_mass_g_mol=85.1
H -0.956 1.913 0.150
C 0.486 0.270 0.070
N 2.944 1.036 0.091
C 1.817 0.792 -0.091
C -0.733 0.900 0.151
H 2.260 -1.262 -0.303
O 1.565 -1.918 -0.065
O 0.428 -1.161 0.253
H -1.505 0.166 0.299

Record 4
15
Properties=species:S:1:pos:R:3 method="wB97M-V/def2-TZVPD" relative_energy_ev=2.907 homo_ev=-7.30 total_energy_ev=-9303.487 lumo_energy_ev=0.641 total_charge=0 molar_mass_g_mol=100.1
C -0.773 0.399 1.479
C -0.464 -0.039 -1.931
C 1.332 -0.796 -0.596
H 0.813 1.477 0.556
H -1.395 -1.309 2.345
H -0.045 -0.552 -2.788
H -1.490 0.296 -1.907
O -1.066 1.170 2.374
H 2.167 -0.393 -0.038
C -0.094 0.961 0.229
H -0.519 -1.530 0.863
N 0.275 0.008 -0.832
H 1.473 -1.612 -1.294
N -1.057 -0.927 1.474
H -0.760 1.711 -0.199

Record 5
46
Properties=species:S:1:pos:R:3 method="wB97M-V/def2-TZVPD" relative_energy_ev=1.327 smiles="Cc1ccc(S(=O)(=O)N2CCN(C(=O)CC(C)C)CC2)cc1" homo_ev=-8.98 total_energy_ev=-36939.663 lumo_energy_ev=0.581 total_charge=0 molar_mass_g_mol=324.4
H 0.049 -0.032 5.423
H -2.661 -1.515 -4.847
C 0.014 1.995 4.735
O -1.358 0.966 -0.187
C -1.537 -1.055 -3.057
C 1.657 0.017 -2.356
C -2.298 -0.638 -4.314
H 0.732 3.499 6.080
C -0.086 2.818 3.615
H -1.908 -2.087 -1.198
C 2.124 -1.545 -0.570
C 1.195 1.132 -1.393
H -1.661 -0.066 -4.987
H 0.581 1.887 6.799
C -0.217 2.276 2.351
H -1.194 -0.155 -2.539
H 1.595 -2.352 -0.058
H -2.817 -2.731 -2.572
S -0.388 0.219 0.560
H 1.885 1.983 -1.439
H -0.061 3.891 3.741
C -0.024 0.616 4.562
H 0.256 -1.433 -4.233
H 3.140 -1.884 -0.813
O 0.526 -3.344 -1.731
H -0.302 2.895 1.473
C -0.325 -1.918 -3.446
H -3.295 -1.201 -1.820
H 1.168 0.132 -3.321
H 2.058 -0.539 1.358
H 2.743 0.092 -2.508
H -0.687 -2.872 -3.836
C 2.180 -0.279 0.306
C -0.251 0.902 2.204
H -3.153 -0.021 -4.047
H -0.857 2.855 6.477
C 0.548 -2.248 -2.253
C 0.133 2.592 6.103
O -0.544 -1.201 0.668
H -0.199 -1.000 3.144
C -0.157 0.066 3.298
C -2.448 -1.820 -2.103
N 1.133 0.656 -0.030
H 0.191 1.482 -1.637
H 3.136 0.241 0.185
N 1.382 -1.277 -1.787

Record 6
41
Properties=species:S:1:pos:R:3 method="wB97M-V/def2-TZVPD" relative_energy_ev=0.238 homo_ev=-16.59 total_energy_ev=-122415.317 lumo_energy_ev=-12.546 total_charge=+3 molar_mass_g_mol=849.0
H 2.051 -4.455 4.587
N 0.567 2.189 0.253
C 0.598 -2.010 -2.932
C 0.717 -5.143 6.114
I 2.921 1.356 -1.553
C 1.929 -4.060 -2.886
H -1.786 -1.208 2.072
O -0.529 0.217 -0.567
C 2.327 -2.167 -1.456
H -2.165 -3.898 3.851
H 0.313 -3.680 -4.236
O -2.332 0.396 0.805
H 2.139 -5.063 -3.238
N -1.192 -1.769 2.673
W 1.276 -0.034 -0.259
H -2.659 -4.899 6.016
C -1.362 0.906 0.372
N 1.334 -1.426 -1.987
N 2.925 -1.597 -0.429
I 1.822 0.165 2.187
N 0.366 -3.469 2.866
C 2.656 -3.498 -1.797
C 1.018 -4.543 4.906
N -0.797 2.116 0.578
C -1.628 -4.783 5.713
C -0.225 -2.514 2.171
Se 3.993 -2.908 0.264
C -1.344 -4.181 4.497
S 0.277 -2.379 0.497
C 0.919 -3.295 -3.427
N 3.554 -4.040 -0.992
C -0.606 -5.254 6.526
H -1.447 -1.872 3.648
H 0.699 2.784 -0.567
H 1.514 -5.527 6.735
H 1.196 -3.867 2.450
H 1.099 2.570 1.035
H -0.246 -1.460 -3.330
H -0.842 -5.724 7.471
H -1.264 2.848 1.100
C -0.012 -4.048 4.110

Record 7
50
Properties=species:S:1:pos:R:3 method="wB97M-V/def2-TZVPD" relative_energy_ev=3.138 homo_ev="-4.59 / -4.59" total_energy_ev=-65545.432 lumo_energy_ev="-1.044 / -1.148" total_charge=0 molar_mass_g_mol=422.3
H -1.666 -0.897 -4.594
C 2.198 2.276 -2.991
H 3.508 3.449 2.795
C 2.467 3.169 2.669
C -0.439 -3.202 0.337
H -0.604 3.591 4.055
P 0.483 0.772 0.117
C -0.322 -3.466 1.704
H 2.591 1.085 -4.785
C -3.777 -2.374 1.268
C 1.484 3.667 3.527
C 2.499 1.082 -3.698
C 0.308 -1.154 2.090
H 1.760 4.337 4.347
O -0.704 1.134 -0.848
H -3.020 -0.816 2.676
H -0.738 -3.997 -0.349
H -4.342 -3.247 -0.704
C 2.790 -0.084 -2.982
C 1.941 0.908 -0.946
H 2.013 3.100 -0.981
C -4.007 -2.375 -0.141
H -0.404 -2.407 -3.613
H 1.996 3.206 -3.536
C 2.340 -0.237 -1.673
C 0.152 3.269 3.340
H 0.352 -1.252 -5.328
C 0.052 -2.438 2.574
H 2.279 -1.223 -1.207
H -1.266 2.165 2.093
C 0.784 1.941 1.425
C -3.291 -1.097 1.666
C -3.213 -0.246 0.557
C -3.723 -1.108 -0.661
H -3.813 -0.770 -1.689
C 0.203 -0.902 0.711
C -0.186 -1.929 -0.169
H -3.927 -3.220 1.939
H 2.919 1.803 1.059
C -0.221 2.442 2.272
Sc 0.370 0.950 -2.563
H -0.532 -4.470 2.089
H 3.267 -0.937 -3.461
H 0.156 -2.627 3.641
P -0.340 -1.055 -4.089
H -0.320 -1.735 -1.242
H -2.862 0.780 0.477
C 2.132 2.271 1.658
H 0.591 -0.336 2.760
C 2.080 2.205 -1.592

Record 8
82
Properties=species:S:1:pos:R:3 method="wB97M-V/def2-TZVPD" spin_multiplicity=4 homo_ev="-12.63 / -12.66" total_energy_ev=-107418.952 lumo_energy_ev="-6.194 / -6.650" total_charge=+2 molar_mass_g_mol=721.6
H 3.411 -0.294 -2.268
H -3.413 0.091 -3.601
H 1.269 -6.451 4.159
N 2.743 -0.999 -0.398
C 4.322 8.821 -1.536
Mn -0.837 -1.041 -0.340
O -4.067 2.217 4.899
N 0.883 -2.193 -5.202
H -3.137 2.773 1.719
H 2.481 -3.047 -4.097
C 2.904 -3.503 3.816
H 1.582 -1.178 2.196
C -2.968 -1.445 -2.189
C -2.686 0.301 1.723
C 0.898 -3.530 2.461
C 2.909 -1.173 -1.868
H 3.042 4.915 -2.833
H 2.186 -1.752 0.027
O 2.503 7.279 -1.827
N -1.956 -0.202 0.979
N -1.643 -2.821 0.015
H -5.233 -1.186 -4.689
C -2.610 -3.364 -0.632
C -3.709 0.853 4.963
H -0.250 -5.331 2.564
O 0.363 -1.939 -1.595
P 1.264 -1.374 -2.688
C -4.338 -3.441 -2.351
H 3.757 9.492 -2.177
C 2.024 3.337 -1.810
H 1.510 -2.306 -5.998
N -1.021 -3.576 1.000
H 3.910 4.539 1.341
H -4.791 2.495 2.310
H -5.832 -3.451 -3.880
H 5.344 8.715 -1.900
C 1.486 -5.452 3.809
H -5.185 0.161 3.548
S 4.712 6.191 -0.828
H 0.878 -3.631 -3.625
H 2.173 -0.141 -0.215
C -4.103 0.141 3.680
H -4.242 0.420 5.808
H -0.015 -2.610 -5.445
H 4.365 9.234 -0.527
H -4.591 -4.428 -1.982
H -2.897 -4.370 -0.336
C 0.636 -4.828 2.924
H 3.535 -2.048 -2.037
C 3.578 4.838 -0.755
C 0.229 0.579 -0.441
H -2.282 2.813 4.043
C -4.690 -1.625 -3.862
H -3.648 3.945 3.938
C 1.837 2.679 -0.591
C 0.951 1.555 -0.514
O -2.009 -0.689 -1.645
H 3.630 -0.937 0.103
O 0.294 -1.706 1.035
C 2.530 3.106 0.544
H 3.774 -2.964 4.165
O 0.917 -0.219 -3.552
H -2.630 0.750 5.136
C -3.672 -0.904 -3.266
C 2.628 -4.785 4.248
H 3.303 -5.267 4.943
H 1.481 3.005 -2.685
H -3.757 -0.891 3.663
C 3.391 4.186 0.460
H 2.372 2.609 1.493
C -3.301 -2.732 -1.724
C 1.448 -2.755 -3.925
C -3.732 2.333 2.517
N -3.502 0.871 2.540
C -0.005 -2.933 1.468
C -3.365 2.896 3.880
H 0.743 -1.166 -4.989
C 2.042 -2.867 2.932
C 2.896 4.406 -1.891
C -5.031 -2.899 -3.410
O 2.384 -1.593 2.552
C 3.628 7.491 -1.482

Record 9
12
Properties=species:S:1:pos:R:3 method="wB97M-V/def2-TZVPD" homo_ev="-9.57 / -10.78" total_energy_ev=-82257.880 lumo_energy_ev="-2.379 / -2.293" total_charge=0 molar_mass_g_mol=288.8
Cl 1.839 1.210 1.994
Cl 3.876 0.359 -0.043
C 1.037 -1.248 0.575
N -2.482 0.547 -1.014
C 2.165 0.962 0.202
Cl -2.966 -0.094 1.536
Cl -0.183 0.230 -1.107
C 1.234 -0.088 -0.176
N 0.914 -2.304 1.038
C -3.240 0.414 -0.051
Cl 1.881 2.541 -0.654
Cl -4.994 0.730 -0.299